48
Properties=species:S:1:pos:R:3 method="wB97M-V/def2-TZVPD" mol_weight_g_mol=371.39 spin_multiplicity=1 smiles="CCOc1ccnc2c1c(=O)n(Cc1cc(OC)cc(OC)c1)c(=O)n2C" fmax_ev_per_a=0.9 e_above_lowest_kcal_mol=57.0 e_tot_ha=-1277.12321
C 1.606 3.030 -0.357
C 3.347 1.381 0.098
C -3.435 0.089 0.261
H -0.032 -0.572 -3.064
H 0.922 2.823 1.680
H -3.775 2.635 1.448
H -1.073 1.313 -1.823
H -0.297 -2.261 -2.515
C -3.144 -1.267 0.152
O -2.863 2.364 -0.397
C 3.191 -3.421 0.507
O 2.948 2.643 -0.080
C -0.177 -1.224 -2.201
O 1.455 0.921 -2.195
H -4.885 2.503 0.053
H 5.028 2.170 1.158
H -1.870 -2.747 -0.711
C -1.641 0.581 -1.274
N 4.358 -1.103 0.932
C 1.710 0.069 -1.365
H -4.241 0.421 0.893
O 0.832 -3.342 -0.853
C 3.267 -1.023 0.186
H -0.366 2.936 0.466
H 4.191 -3.583 0.107
O -3.825 -2.251 0.802
C -2.094 -1.694 -0.658
C -2.676 1.013 -0.450
C 4.994 0.024 1.212
H -5.699 -1.395 1.055
H -3.877 3.955 0.258
H -5.299 -2.840 2.013
H 5.899 -0.090 1.791
H 0.535 1.436 0.651
H 1.655 4.122 -0.330
C 0.614 2.521 0.680
H -4.599 -1.266 2.459
N 2.631 -2.211 -0.062
C 2.744 0.180 -0.340
C 1.448 -2.304 -0.760
H 3.260 -3.322 1.590
N 1.039 -1.146 -1.387
C 4.528 1.266 0.852
C -4.911 -1.901 1.622
H 1.310 2.709 -1.360
C -3.911 2.874 0.388
C -1.351 -0.771 -1.374
H 2.534 -4.246 0.242